Entry 1:
This record from the OMol25 dataset describes 2 unconnected molecules or ions with the total composition C2H2NO2P at a distorted geometry. The level of theory is the ωB97M-V functional and the def2-TZVPD basis.

Last column: Löwdin charge in e.
Element x y z (Å)
1 C 0.712 -0.165 -0.136  -0.30
2 C -0.372 0.660 -0.201  -0.29
3 N 1.501 1.790 0.172  -0.34
4 O 1.780 0.513 0.089  -0.12
5 O -1.754 -1.963 -0.057  0.04
6 P 0.018 2.310 -0.117  0.88
7 H 0.683 -1.328 -0.131  0.14
8 H -2.567 -1.816 0.381  -0.01

Calculated values
**Relative energy (zero: lowest compared OMol25 entry of this formula, charge and spin)**: 4.281 eV
**Kohn-Sham gap (spin up / spin down)**: 9.87 / 7.50 eV
**LUMO (spin up / spin down)**: 0.440 / -2.471 eV
**Spin multiplicity**: 3
**Total charge**: 0
**⟨S²⟩**: 2.0118
**Total energy**: -623.7188 Eh


Entry 2:
This record from the OMol25 dataset describes 2 unconnected molecules or ions with the total composition C2H2NO2S at a distorted geometry. The level of theory is the ωB97M-V functional and the def2-TZVPD basis.

Last column: Löwdin charge in e.
Element x y z (Å)
1 C -2.268 -0.011 -0.132  -0.37
2 C 0.367 0.558 -1.189  -0.06
3 N -3.357 -0.305 0.216  -0.20
4 O 0.704 -1.706 0.317  -0.41
5 O 2.560 -0.042 0.000  -0.43
6 S 1.150 -0.333 0.175  0.42
7 H -0.103 1.602 -0.867  -0.02
8 H 0.946 0.236 1.480  0.07

Calculated values
**Relative energy (zero: lowest compared OMol25 entry of this formula, charge and spin)**: 6.256 eV
**Kohn-Sham gap (spin up / spin down)**: 7.86 / 7.86 eV
**LUMO (spin up / spin down)**: 2.175 / 2.176 eV
**Total charge**: -1
**Total energy**: -680.6773 Eh


Entry 3:
This record from the OMol25 dataset describes 2 unconnected molecules or ions with the total composition C2H2NO2S at a distorted geometry. The level of theory is the ωB97M-V functional and the def2-TZVPD basis.

Last column: Löwdin charge in e.
Element x y z (Å)
1 C -1.380 -3.051 0.274  -0.04
2 C -0.781 -2.029 0.066  -0.02
3 N 1.182 1.026 -0.329  -0.39
4 O 2.226 3.321 -0.152  -0.48
5 O -0.168 3.258 0.024  -0.45
6 S 1.032 2.456 -0.160  0.39
7 H -1.963 -3.848 0.529  -0.04
8 H -0.147 -1.132 -0.253  0.02

Calculated values
**Relative energy (zero: lowest compared OMol25 entry of this formula, charge and spin)**: 4.154 eV
**Kohn-Sham gap**: 7.84 eV
**LUMO**: 3.592 eV
**Total charge**: -1
**Total energy**: -680.7546 Eh


Entry 4:
This record from the OMol25 dataset describes a gas-phase ion, C2H2NO2S (charge +1) at a distorted geometry. The level of theory is the ωB97M-V functional and the def2-TZVPD basis.

Last column: Löwdin charge in e.
Element x y z (Å)
1 C -0.514 -0.612 -0.014  -0.05
2 C -0.547 0.736 0.064  -0.22
3 N -2.653 -0.239 0.008  -0.42
4 O -4.114 -0.593 -0.009  0.02
5 O -1.730 -1.178 0.029  0.11
6 S -2.158 1.309 -0.017  1.35
7 H 0.312 -1.146 -0.388  0.16
8 H 0.200 1.334 0.004  0.04

Calculated values
**Relative energy (zero: lowest compared OMol25 entry of this formula, charge and spin)**: 1.768 eV
**Kohn-Sham gap (spin up / spin down)**: 8.48 / 7.64 eV
**LUMO (spin up / spin down)**: -7.631 / -7.447 eV
**Total charge**: +1
**Total energy**: -680.3036 Eh


Entry 5:
This record from the OMol25 dataset describes 2 unconnected molecules or ions with the total composition C2H2NO3 at a distorted geometry. The level of theory is the ωB97M-V functional and the def2-TZVPD basis.

Last column: Löwdin charge in e.
Element x y z (Å)
1 C -2.402 0.214 0.371  -0.85
2 C 0.525 0.368 0.101  -0.25
3 N -1.892 1.339 0.501  0.09
4 O -2.735 -0.910 0.752  -0.04
5 O -2.291 0.778 -0.870  -0.11
6 O 1.203 0.431 1.032  -0.02
7 H -0.140 -0.569 -0.016  0.10
8 H 0.606 1.221 -0.606  0.08

Calculated values
**Relative energy (zero: lowest compared OMol25 entry of this formula, charge and spin)**: 4.907 eV
**Kohn-Sham gap**: 7.80 eV
**LUMO**: 4.269 eV
**Total charge**: -1
**Total energy**: -357.8188 Eh


Entry 6:
This record from the OMol25 dataset describes 3 unconnected molecules or ions with the total composition C2H2NO3 at a distorted geometry. The level of theory is the ωB97M-V functional and the def2-TZVPD basis.

Last column: Löwdin charge in e.
Element x y z (Å)
1 C -1.481 -0.915 0.921  -0.14
2 C 1.147 -1.254 -2.062  -0.48
3 N -2.465 -1.388 1.266  -0.01
4 O 0.833 0.203 0.132  -0.55
5 O 0.948 -0.529 -2.970  0.13
6 O 1.549 -2.090 -1.398  0.18
7 H -0.649 -0.457 0.459  -0.08
8 H 0.471 1.099 0.505  -0.06

Calculated values
**Relative energy (zero: lowest compared OMol25 entry of this formula, charge and spin)**: 2.184 eV
**Kohn-Sham gap**: 7.62 eV
**LUMO**: 3.742 eV
**Total charge**: -1
**Total energy**: -357.9189 Eh


Entry 7:
This record from the OMol25 dataset describes 2 unconnected molecules or ions with the total composition C2H2NO3 at a distorted geometry. The level of theory is the ωB97M-V functional and the def2-TZVPD basis.

Last column: Löwdin charge in e.
Element x y z (Å)
1 C -0.075 -0.588 0.383  -0.21
2 C 4.033 0.241 -0.047  -0.43
3 N 0.477 -1.412 -0.447  -0.29
4 O 4.138 0.000 1.096  0.15
5 O 4.209 0.756 -1.103  0.13
6 O 1.739 -1.200 -0.762  -0.35
7 H 0.415 0.320 0.683  0.01
8 H -0.931 -0.998 0.891  -0.01

Calculated values
**Relative energy (zero: lowest compared OMol25 entry of this formula, charge and spin)**: 3.677 eV
**Kohn-Sham gap**: 6.08 eV
**LUMO**: 3.626 eV
**Total charge**: -1
**Total energy**: -357.8640 Eh


Entry 8:
This record from the OMol25 dataset describes a gas-phase ion, C2H2NO3 (charge -1) at a distorted geometry. The level of theory is the ωB97M-V functional and the def2-TZVPD basis.

Last column: Löwdin charge in e.
Element x y z (Å)
1 C -0.165 -0.459 -0.387  -0.19
2 C 1.025 0.745 -0.533  -0.74
3 N -0.766 -0.347 0.803  0.10
4 O 0.651 1.636 0.191  -0.03
5 O -0.913 -1.282 -1.451  -0.32
6 O 2.026 0.522 -1.155  0.00
7 H -0.407 0.276 1.425  0.04
8 H -1.451 -1.091 1.107  0.13

Calculated values
**Relative energy (zero: lowest compared OMol25 entry of this formula, charge and spin)**: 2.862 eV
**SMILES**: NC(=O)C(=O)[O-]
**Kohn-Sham gap**: 8.49 eV
**LUMO**: 4.270 eV
**Total charge**: -1
**Total energy**: -357.8940 Eh


Entry 9:
This record from the OMol25 dataset describes 2 unconnected molecules or ions with the total composition C2H2NO3S at a distorted geometry. The level of theory is the ωB97M-V functional and the def2-TZVPD basis.

Last column: Löwdin charge in e.
Element x y z (Å)
1 C 0.168 -0.849 0.748  -0.67
2 C 0.715 0.481 0.948  -0.09
3 N -1.252 -0.367 -0.886  -0.39
4 O 0.462 -1.980 0.632  0.07
5 O -1.318 0.803 -3.139  -0.70
6 O -0.532 -0.011 1.589  -0.02
7 S -0.512 0.020 -2.125  0.59
8 H 1.514 0.419 1.753  0.11
9 H 0.756 1.483 0.481  0.10

Calculated values
**Relative energy (zero: lowest compared OMol25 entry of this formula, charge and spin)**: 3.254 eV
**Kohn-Sham gap**: 8.06 eV
**LUMO**: 3.895 eV
**Total charge**: -1
**Total energy**: -756.0203 Eh


Entry 10:
This record from the OMol25 dataset describes a gas-phase ion, C2H2NO3S (charge -1) at a distorted geometry. The level of theory is the ωB97M-V functional and the def2-TZVPD basis.

Last column: Löwdin charge in e.
Element x y z (Å)
1 C 0.840 -0.039 0.887  -0.95
2 C 0.032 -0.502 -0.375  -0.15
3 N -1.029 0.500 -0.585  -0.60
4 O 0.475 0.908 1.555  0.01
5 O -2.172 0.330 -0.160  -0.15
6 O -0.702 1.588 -1.095  -0.16
7 S 2.107 -1.114 1.215  0.75
8 H -0.447 -1.533 -0.404  0.13
9 H 0.896 -0.139 -1.037  0.12

Calculated values
**Relative energy (zero: lowest compared OMol25 entry of this formula, charge and spin)**: 2.580 eV
**Kohn-Sham gap (spin up / spin down)**: 3.57 / 4.28 eV
**LUMO (spin up / spin down)**: 2.932 / 0.374 eV
**Spin multiplicity**: 3
**Total charge**: -1
**⟨S²⟩**: 2.0080
**Total energy**: -755.9137 Eh